Run one
Formula: C3H4O
Source: OMol25
Level of theory: ωB97M-V with the def2-TZVPD basis set

Values from the calculation:
Total charge: 0
Orbital gap (alpha / beta) in eV: 8.898 / 8.897

Structure (XYZ):
```
8
Properties=species:S:1:pos:R:3:nbo_charge:R:1
C -1.66 0.77 0.03 -0.191
C -0.68 0.10 0.25 -0.106
C 0.64 -0.19 0.51 0.044
O 1.51 0.78 -0.03 -0.656
H -2.63 0.99 -0.12 0.220
H 0.70 -1.49 -0.81 -0.014
H 0.93 -0.66 1.46 0.232
H 0.95 1.27 -0.51 0.470
```

Run two
Formula: C3H4O
Source: OMol25
Level of theory: ωB97M-V with the def2-TZVPD basis set

Values from the calculation:
SMILES: C=C=CO
Total charge: 0
Orbital gap in eV: 9.825

Structure (XYZ):
```
8
Properties=species:S:1:pos:R:3:nbo_charge:R:1
C 1.54 -0.27 -0.14 -0.449
C 0.25 0.03 -0.12 -0.015
C -0.96 0.47 0.00 0.044
O -2.09 -0.29 0.17 -0.690
H 2.04 -0.04 0.69 0.197
H 2.18 -0.29 -0.99 0.210
H -1.00 1.57 -0.12 0.212
H -1.95 -1.19 0.51 0.491
```

Run three
Formula: C3H4O
Source: OMol25
Level of theory: ωB97M-V with the def2-TZVPD basis set

Values from the calculation:
SMILES: C=C1CO1
Total charge: 0
Orbital gap in eV: 10.207

Structure (XYZ):
```
8
Properties=species:S:1:pos:R:3:nbo_charge:R:1
C -0.79 1.11 0.72 -0.583
C -0.13 0.04 0.41 0.412
C 0.75 -0.97 -0.85 -0.188
O 0.46 -1.14 0.58 -0.486
H -1.08 1.27 1.74 0.221
H -1.07 1.86 -0.01 0.239
H 0.10 -1.50 -1.52 0.193
H 1.75 -0.68 -1.07 0.192
```

Energetically preferred structure: run two | next structure: +32.2 kcal/mol

Run one
Formula: C4H11N3S
Source: OMol25
Level of theory: ωB97M-V with the def2-TZVPD basis set

Values from the calculation:
SMILES: [H]/N=C(/N)[C@@](C)(S)CN
Total charge: 0
Orbital gap in eV: 9.881

Structure (XYZ):
```
19
Properties=species:S:1:pos:R:3:nbo_charge:R:1
H -2.09 1.02 -1.34 0.350
N -1.21 1.02 -1.86 -0.677
C -0.29 0.56 -1.11 0.419
N 1.03 0.69 -1.59 -0.836
C -0.35 0.05 0.32 -0.200
C -0.07 1.17 1.33 -0.610
S -2.03 -0.70 0.56 -0.048
C 0.71 -1.08 0.50 -0.221
N 0.68 -2.17 -0.43 -0.825
H 1.12 1.37 -2.35 0.397
H 1.70 0.89 -0.89 0.366
H -0.83 1.92 1.20 0.231
H 1.00 1.43 1.15 0.206
H -0.08 0.87 2.32 0.216
H -2.10 -0.37 1.87 0.127
H 0.57 -1.51 1.52 0.197
H 1.62 -0.64 0.53 0.178
H 0.81 -1.87 -1.37 0.368
H -0.20 -2.64 -0.37 0.362
```

Run two
Formula: C4H11N3S
Source: OMol25
Level of theory: ωB97M-V with the def2-TZVPD basis set

Values from the calculation:
SMILES: CCN/N=C\N(C)S
Total charge: 0
Orbital gap in eV: 8.808

Structure (XYZ):
```
19
Properties=species:S:1:pos:R:3:nbo_charge:R:1
C -1.67 0.50 1.22 -0.627
C -2.21 0.33 -0.20 -0.221
N -1.12 0.27 -1.19 -0.500
N -0.49 -1.02 -1.11 -0.395
C 0.69 -1.05 -0.59 0.271
N 1.54 -0.10 -0.10 -0.554
C 2.83 -0.51 0.44 -0.402
S 1.53 1.57 -0.61 0.061
H -1.05 1.40 1.29 0.214
H -2.52 0.58 1.90 0.214
H -1.07 -0.40 1.51 0.214
H -2.81 -0.58 -0.27 0.183
H -2.82 1.20 -0.49 0.192
H -1.54 0.26 -2.09 0.365
H 1.09 -2.06 -0.46 0.181
H 2.74 -1.54 0.78 0.207
H 3.60 -0.43 -0.32 0.192
H 3.10 0.12 1.28 0.211
H 0.20 1.47 -0.98 0.193
```

Energetically preferred structure: run one | next structure: +41.5 kcal/mol

Run one
Formula: O3S2
Source: OMol25
Level of theory: ωB97M-V with the def2-TZVPD basis set

Values from the calculation:
Total charge: 0
Orbital gap (alpha / beta) in eV: 7.803 / 7.786

Structure (XYZ):
```
5
Properties=species:S:1:pos:R:3:nbo_charge:R:1
O -1.85 -3.14 0.55 -0.671
O -0.34 1.88 -0.12 -0.828
O 2.04 1.31 -0.32 -0.828
S -0.78 -2.11 0.65 0.672
S 0.93 2.06 -0.76 1.655
```

Run two
Formula: O3S2
Source: OMol25
Level of theory: ωB97M-V with the def2-TZVPD basis set

Values from the calculation:
Total charge: 0
Orbital gap in eV: 7.757

Structure (XYZ):
```
5
Properties=species:S:1:pos:R:3:nbo_charge:R:1
O 0.04 0.97 -0.90 -0.824
O -0.27 -1.10 0.02 -0.842
O 0.23 0.59 1.94 -0.814
S -0.61 -0.58 -1.65 0.781
S 0.61 0.13 0.60 1.699
```

Energetically preferred structure: run one | next structure: +30.1 kcal/mol

Run one
Formula: C2H6IN2O
Source: OMol25
Level of theory: ωB97M-V with the def2-TZVPD basis set

Values from the calculation:
Total charge: +1
Orbital gap in eV: 9.238

Structure (XYZ):
```
12
Properties=species:S:1:pos:R:3:nbo_charge:R:1
C -0.54 -0.20 0.39 0.856
C -2.71 -1.17 0.02 -0.269
N 2.76 1.37 -0.28 -1.002
N 0.39 0.40 0.04 -0.544
O -1.37 -1.04 0.60 -0.410
I 3.44 -0.44 0.61 0.334
H -2.97 -1.11 -1.07 0.251
H -3.18 -0.22 0.48 0.218
H -3.17 -2.05 0.47 0.247
H 2.67 1.13 -1.26 0.398
H 3.49 2.06 -0.11 0.413
H 1.17 1.27 0.11 0.508
```

Run two
Formula: C2H6IN2O
Source: OMol25
Level of theory: ωB97M-V with the def2-TZVPD basis set

Values from the calculation:
Total charge: +1
Orbital gap (alpha / beta) in eV: 5.338 / 7.966

Structure (XYZ):
```
12
Properties=species:S:1:pos:R:3:nbo_charge:R:1
C 1.23 0.57 0.11 0.406
C 1.01 -1.21 2.79 -0.445
N 2.36 0.95 -0.42 -0.801
N 0.03 0.56 -0.35 -0.332
O -0.47 1.08 -1.60 -0.559
I -0.90 -0.92 3.30 0.492
H 1.32 -2.10 2.02 0.267
H 1.79 -0.50 3.01 0.216
H 3.25 0.90 0.19 0.427
H 2.60 1.44 -1.28 0.426
H -0.84 0.26 0.14 0.412
H -0.87 2.04 -1.47 0.490
```

Energetically preferred structure: run one | next structure: +72.4 kcal/mol